Below is a molecular structure, C45H59Cl3N7O3PW in a non-equilibrium geometry, with properties calculated with ωB97M-V with the def2-TZVPD basis set.

Summary:
Highest occupied orbital energy (alpha / beta): -11.58 / -11.66 eV
E: -112868.970 eV
⟨S²⟩: 2.015
Net charge: +2
Spin multiplicity: 3
Energy above the lowest of the compared OMol25 structures with the same formula, charge and spin: 0.641 eV

XYZ file:
```
119
C45H59Cl3N7O3PW ωB97M-V with the def2-TZVPD basis set
W -0.36 -1.01 0.14
C 2.30 4.91 3.49
C 1.30 5.01 2.32
C 1.92 5.82 1.19
C 0.02 5.71 2.80
C 0.96 3.59 1.89
C 0.18 2.75 2.68
C -0.13 1.49 2.25
N 0.28 0.97 1.08
C 1.14 1.72 0.37
C 1.47 3.02 0.73
C 1.85 1.00 -0.70
C 2.78 1.57 -1.54
C 3.53 0.77 -2.41
C 3.34 -0.61 -2.30
C 2.35 -1.11 -1.48
N 1.55 -0.32 -0.75
C 4.42 1.40 -3.46
C 5.43 0.39 -4.02
C 5.17 2.61 -2.89
C 3.50 1.86 -4.60
H 2.55 5.91 3.83
H 3.22 4.42 3.18
H 1.88 4.36 4.33
H 2.08 6.84 1.52
H 1.27 5.86 0.31
H 2.90 5.43 0.89
H 0.24 6.75 3.03
H -0.39 5.26 3.70
H -0.75 5.70 2.02
H -0.20 3.08 3.63
H -0.74 0.85 2.88
H 2.15 3.58 0.10
H 2.93 2.64 -1.52
H 3.95 -1.30 -2.85
H 2.17 -2.17 -1.40
H 6.03 -0.06 -3.23
H 6.11 0.90 -4.70
H 4.95 -0.41 -4.58
H 5.72 2.35 -1.99
H 4.51 3.44 -2.68
H 5.90 2.96 -3.63
H 2.96 1.02 -5.04
H 4.09 2.33 -5.39
H 2.77 2.60 -4.25
Cl -2.12 2.65 0.01
C -3.66 3.32 -0.60
Cl -4.31 4.53 0.50
H -4.36 2.50 -0.68
H -3.46 3.77 -1.57
Cl -2.30 -5.33 -0.99
C -0.87 -5.30 0.08
C -0.27 -3.91 0.17
O 0.93 -3.78 -0.05
O -1.07 -2.93 0.46
H -0.12 -5.98 -0.31
H -1.20 -5.62 1.07
C -2.06 2.26 -4.20
C -0.86 1.85 -3.64
C -0.84 0.89 -2.63
C -2.02 0.31 -2.15
C -3.22 0.76 -2.71
C -3.24 1.71 -3.72
N -2.03 -0.64 -1.10
C -3.05 -1.63 -1.27
C -3.22 -2.21 -2.53
C -4.22 -3.13 -2.77
C -5.08 -3.52 -1.75
C -4.90 -2.97 -0.49
C -3.90 -2.04 -0.25
H -2.07 2.99 -5.00
H 0.07 2.28 -3.98
H 0.11 0.60 -2.22
H -4.16 0.36 -2.35
H -4.19 2.02 -4.13
H -2.57 -1.91 -3.35
H -4.34 -3.55 -3.76
H -5.87 -4.23 -1.93
H -5.56 -3.26 0.33
H -3.80 -1.63 0.74
C 3.11 -2.41 1.42
P 1.47 -1.85 1.94
C 1.96 -0.64 3.23
C 0.81 -3.17 3.00
C 1.33 -4.46 2.98
C 0.75 -5.47 3.74
C -0.36 -5.20 4.51
C -0.88 -3.91 4.56
C -0.30 -2.91 3.80
H 3.05 -3.23 0.71
H 3.67 -2.71 2.30
H 3.64 -1.57 0.95
H 2.74 -1.09 3.85
H 1.12 -0.38 3.87
H 2.36 0.27 2.78
H 2.20 -4.69 2.37
H 1.17 -6.46 3.71
H -0.83 -5.99 5.09
H -1.74 -3.70 5.18
H -0.72 -1.90 3.84
C -3.93 -1.00 4.28
N -3.54 -0.07 3.21
C -4.11 1.29 3.19
C -2.62 -0.40 2.37
N -1.80 -0.69 1.60
H -5.02 -0.99 4.35
H -3.51 -0.68 5.23
H -3.59 -2.00 4.03
H -5.18 1.22 3.04
H -3.66 1.86 2.38
H -3.90 1.78 4.14
N 0.62 -1.84 -4.02
C 0.09 -2.57 -3.01
N -0.23 -3.85 -3.28
O -0.09 -2.07 -1.89
H 0.65 -2.19 -4.96
H 0.65 -0.84 -3.89
H -0.14 -4.23 -4.20
H -0.75 -4.37 -2.59
```

Below is 15 unconnected molecules or ions with the total composition C46H78Br14N2O18 in a non-equilibrium geometry, with properties calculated with ωB97M-V with the def2-TZVPD basis set.

Summary:
Highest occupied orbital energy: -9.62 eV
E: -1069398.759 eV
Spin multiplicity: 1
Energy above the lowest of the compared OMol25 structures with the same formula, charge and spin: 0.256 eV

XYZ file:
```
158
C46H78Br14N2O18 ωB97M-V with the def2-TZVPD basis set
Br 17.43 8.59 13.15
C 17.41 9.14 11.29
C 18.51 10.06 10.93
Br 18.59 10.34 9.03
H 16.42 9.61 11.13
H 17.37 8.23 10.69
H 19.49 9.78 11.28
H 18.26 11.07 11.33
Br 15.30 18.12 15.72
C 14.65 18.29 13.88
C 13.41 17.44 13.63
Br 13.08 17.39 11.71
H 15.35 17.96 13.17
H 14.51 19.36 13.73
H 12.50 17.84 14.06
H 13.54 16.35 13.80
Br 20.67 9.82 20.09
C 22.00 11.30 19.90
C 23.16 10.72 19.09
Br 24.48 12.04 18.57
H 22.26 11.43 20.99
H 21.52 12.16 19.42
H 22.71 10.33 18.17
H 23.72 9.96 19.59
Br 21.24 7.18 14.67
C 21.17 8.76 15.80
C 20.56 9.99 15.17
Br 20.77 11.55 16.22
H 22.21 9.03 15.97
H 20.63 8.48 16.69
H 19.45 9.73 15.10
H 21.00 10.14 14.17
Br 21.77 14.62 18.46
C 19.92 15.25 18.25
C 18.87 14.73 19.18
Br 18.89 12.68 19.12
H 19.63 15.11 17.19
H 20.08 16.34 18.30
H 17.78 14.94 18.94
H 19.00 14.94 20.24
Br 16.93 10.05 17.48
C 16.03 8.40 17.68
C 14.91 8.15 16.65
Br 13.22 8.86 17.36
H 15.73 8.18 18.71
H 16.79 7.60 17.42
H 14.80 7.07 16.56
H 15.17 8.70 15.75
Br 14.74 10.73 13.91
C 12.91 11.35 14.10
C 11.84 10.22 13.88
Br 10.14 11.01 14.46
H 12.78 12.19 13.43
H 12.78 11.60 15.13
H 11.91 9.29 14.44
H 11.77 9.92 12.80
C 25.56 11.89 12.65
C 24.90 12.19 14.01
C 23.65 13.07 13.82
C 22.68 12.35 12.99
N 22.03 11.72 12.30
H 26.01 12.83 12.19
H 24.88 11.53 11.94
H 26.49 11.27 12.93
H 25.63 12.67 14.67
H 24.62 11.22 14.48
H 23.78 14.09 13.45
H 23.27 13.11 14.77
C 17.34 8.83 22.79
C 16.11 8.83 21.88
C 15.89 10.09 21.04
C 15.70 11.22 22.00
N 15.69 12.11 22.71
H 18.27 8.97 22.30
H 17.39 7.86 23.30
H 17.23 9.63 23.50
H 15.16 8.62 22.42
H 16.25 7.99 21.16
H 15.01 9.91 20.47
H 16.69 10.46 20.34
C 20.29 13.65 8.55
C 21.16 13.07 9.64
C 22.57 12.60 9.24
O 23.37 13.74 9.42
C 22.78 14.53 10.31
O 23.23 15.54 10.77
O 21.52 14.12 10.61
H 19.26 13.85 8.99
H 20.07 12.85 7.83
H 20.67 14.59 8.15
H 20.61 12.25 10.15
H 22.50 12.35 8.19
H 22.94 11.72 9.79
C 14.99 13.45 8.78
C 15.39 12.71 10.00
C 14.52 13.20 11.13
O 13.34 12.30 11.01
C 13.63 11.28 10.30
O 12.93 10.33 10.22
O 14.93 11.35 9.80
H 15.24 12.86 7.93
H 15.54 14.38 8.76
H 13.90 13.65 8.61
H 16.48 12.75 10.19
H 14.14 14.23 11.02
H 14.98 13.07 12.18
C 10.14 13.03 11.27
C 10.89 14.34 11.47
C 10.03 15.54 11.68
O 10.02 15.59 13.14
C 11.07 14.91 13.68
O 11.49 14.90 14.80
O 11.74 14.31 12.71
H 9.47 13.02 12.10
H 10.93 12.27 11.43
H 9.66 12.89 10.34
H 11.65 14.61 10.71
H 9.07 15.38 11.30
H 10.48 16.45 11.41
C 19.78 17.62 11.63
C 20.91 17.65 12.69
C 20.53 18.41 13.93
O 20.96 17.53 14.96
C 21.07 16.25 14.48
O 21.15 15.31 15.23
O 21.14 16.22 13.17
H 19.59 18.67 11.33
H 18.88 17.27 12.05
H 20.02 17.02 10.75
H 21.81 17.91 12.18
H 19.44 18.48 13.99
H 21.05 19.36 14.04
C 13.31 12.55 18.74
C 13.88 13.76 18.04
C 12.87 14.92 18.22
O 13.80 16.05 18.29
C 15.01 15.62 18.64
O 15.95 16.35 18.87
O 15.02 14.29 18.72
H 13.36 12.64 19.86
H 13.69 11.60 18.38
H 12.26 12.53 18.42
H 14.11 13.57 17.01
H 12.38 14.82 19.17
H 12.16 15.12 17.48
C 17.20 13.91 15.75
C 18.20 14.13 14.64
C 18.50 12.82 13.77
O 17.65 13.01 12.61
C 17.36 14.29 12.51
O 16.90 14.69 11.48
O 17.59 14.99 13.62
H 17.68 13.15 16.35
H 16.28 13.38 15.29
H 16.85 14.69 16.49
H 19.08 14.59 15.01
H 18.29 11.84 14.23
H 19.52 12.92 13.42
```